1.
Below is a cluster of 5 separate species, C16H47N4O5 in total at a distorted geometry, with properties calculated with ωB97M-V/def2-TZVPD.

Geometry as XYZ:
```
72
Properties=species:S:1:pos:R:3:lowdin_charge:R:1
O 0.90 0.80 0.73 0.06
H 0.78 1.01 -0.24 0.08
H 0.10 1.20 1.23 0.05
H 1.02 -0.22 0.95 0.05
C 2.93 -3.28 1.87 -0.04
C 2.29 -2.45 0.78 -0.38
C 1.97 -3.23 -0.48 -0.18
O 0.99 -4.22 -0.14 -0.24
C 0.69 -5.13 -1.18 -0.11
N 1.09 -1.71 1.26 0.08
H 2.19 -3.93 2.33 0.09
H 3.39 -2.65 2.64 0.08
H 3.74 -3.87 1.43 0.09
H 3.00 -1.69 0.44 0.12
H 2.86 -3.75 -0.84 0.14
H 1.50 -2.55 -1.22 0.13
H 0.57 -4.63 -2.14 0.09
H -0.21 -5.66 -0.89 0.09
H 1.48 -5.89 -1.24 0.10
H 0.99 -1.96 2.24 0.11
H 0.25 -2.10 0.83 0.07
C -0.21 0.75 4.15 -0.05
C -0.52 2.12 3.58 -0.41
C 0.66 3.05 3.66 -0.20
O 0.34 4.38 3.27 -0.18
C -0.38 5.11 4.24 -0.10
N -0.97 2.00 2.16 0.05
H -0.16 0.79 5.24 0.09
H 0.77 0.41 3.78 0.08
H -0.97 0.02 3.88 0.08
H -1.38 2.53 4.12 0.14
H 1.41 2.71 2.93 0.13
H 1.14 2.99 4.64 0.14
H 0.07 5.01 5.24 0.10
H -1.42 4.79 4.32 0.08
H -0.34 6.15 3.95 0.09
H -1.09 2.95 1.80 0.11
H -1.92 1.63 2.13 0.10
C -1.74 -2.84 -0.79 -0.05
C -1.97 -1.40 -1.15 -0.42
C -3.33 -1.15 -1.76 -0.22
O -3.34 0.19 -2.21 -0.21
C -4.61 0.59 -2.67 -0.10
N -1.73 -0.55 0.03 0.06
H -0.67 -3.08 -0.78 0.04
H -2.09 -3.50 -1.60 0.10
H -2.25 -3.14 0.12 0.10
H -1.24 -1.09 -1.91 0.13
H -4.15 -1.39 -1.07 0.14
H -3.47 -1.82 -2.63 0.13
H -4.50 1.57 -3.13 0.09
H -5.33 0.65 -1.85 0.09
H -4.98 -0.13 -3.42 0.09
H -2.44 -0.76 0.73 0.08
H -1.86 0.42 -0.26 0.04
C -0.15 2.45 -4.04 -0.05
C 0.34 1.58 -2.90 -0.40
C 1.85 1.45 -2.88 -0.22
O 2.21 0.38 -2.04 -0.20
C 3.62 0.26 -2.01 -0.10
N -0.17 2.08 -1.57 0.06
H 0.44 2.26 -4.95 0.09
H 0.11 3.50 -3.88 0.09
H -1.19 2.30 -4.29 0.08
H -0.07 0.57 -3.01 0.13
H 2.29 2.41 -2.57 0.14
H 2.16 1.20 -3.90 0.13
H 4.11 1.20 -1.78 0.10
H 4.01 -0.13 -2.96 0.10
H 3.92 -0.45 -1.24 0.07
H -1.14 1.79 -1.49 0.06
H -0.22 3.09 -1.62 0.09
```

Values from the calculation:
net charge: +1
relative energy (zero: lowest compared OMol25 entry of this formula, charge and spin): 0.0 kJ/mol

2.
Below is a cluster of 5 separate species, C16H47N4O5 in total at a distorted geometry, with properties calculated with ωB97M-V/def2-TZVPD.

Geometry as XYZ:
```
72
Properties=species:S:1:pos:R:3:lowdin_spin:R:1
O -0.40 -0.40 -0.23 0.02
H 0.49 -0.44 0.13 0.00
H -0.88 0.31 0.21 0.00
H -0.74 -1.29 -0.08 0.00
C -0.31 -3.12 -2.89 0.00
C 0.49 -3.58 -1.66 0.00
C 1.94 -2.91 -1.73 0.00
O 2.74 -3.16 -0.56 0.00
C 3.00 -4.48 -0.25 0.00
N -0.33 -3.41 -0.48 0.00
H -1.34 -3.46 -2.72 0.00
H 0.03 -3.73 -3.73 0.00
H -0.34 -2.03 -2.94 0.00
H 0.72 -4.63 -1.86 0.00
H 1.90 -1.83 -1.90 0.00
H 2.49 -3.31 -2.58 0.00
H 2.19 -5.20 -0.33 0.00
H 3.38 -4.46 0.78 0.00
H 3.86 -4.78 -0.84 0.00
H -1.07 -4.10 -0.55 0.00
H 0.19 -3.65 0.35 0.00
C -1.27 1.36 -4.34 0.00
C -1.13 2.36 -3.15 0.07
C -1.93 3.66 -3.43 0.06
O -2.18 4.22 -2.12 0.07
C -3.15 5.26 -2.16 0.01
N -1.71 1.62 -1.97 0.70
H -2.05 0.60 -4.36 0.00
H -0.32 0.85 -4.50 0.00
H -1.31 1.97 -5.24 0.00
H -0.08 2.44 -2.88 0.02
H -2.74 3.38 -4.10 0.00
H -1.40 4.40 -4.03 0.00
H -4.08 4.92 -2.60 0.00
H -2.59 6.01 -2.72 0.01
H -3.32 5.64 -1.15 0.00
H -2.62 1.20 -2.08 0.02
H -1.86 2.27 -1.22 0.01
C 3.71 -1.42 2.29 0.00
C 2.49 -0.57 1.92 0.00
C 2.43 0.91 2.49 0.00
O 3.53 1.59 2.01 0.00
C 3.72 2.90 2.45 0.00
N 2.21 -0.64 0.53 0.00
H 3.64 -2.46 1.96 0.00
H 3.87 -1.57 3.36 0.00
H 4.59 -0.90 1.92 0.00
H 1.67 -1.14 2.35 0.00
H 2.34 0.73 3.56 0.00
H 1.47 1.40 2.35 0.00
H 3.10 3.63 1.93 0.00
H 4.78 3.13 2.29 0.00
H 3.61 2.97 3.53 0.00
H 2.80 0.10 0.17 0.00
H 2.64 -1.49 0.21 0.00
C -1.42 1.81 3.76 0.00
C -1.37 0.80 2.62 0.00
C -2.68 -0.10 2.51 0.00
O -2.33 -1.15 1.56 0.00
C -3.29 -2.13 1.39 0.00
N -1.33 1.59 1.32 0.01
H -2.07 2.62 3.42 0.00
H -0.44 2.24 3.98 0.00
H -1.82 1.36 4.67 0.00
H -0.47 0.19 2.71 0.00
H -3.52 0.44 2.09 0.00
H -2.95 -0.35 3.54 0.00
H -4.34 -1.87 1.37 0.00
H -3.23 -2.74 2.30 0.00
H -3.01 -2.75 0.54 0.00
H -2.14 2.20 1.35 0.00
H -0.49 2.14 1.44 0.00
```

Values from the calculation:
expectation value of S²: 0.755
spin multiplicity: 2
net charge: +2
relative energy (zero: lowest compared OMol25 entry of this formula, charge and spin): 29.8 kJ/mol

3.
Below is a structure of composition C16H48AsF6N6O8 at a distorted geometry, with properties calculated with ωB97M-V/def2-TZVPD.

Geometry as XYZ:
```
85
Properties=species:S:1:pos:R:3:lowdin_charge:R:1
As 0.67 -0.32 -0.24 0.79
F -0.34 -1.64 -0.83 -0.25
F 1.50 -1.36 0.91 -0.26
F 1.66 1.05 0.25 -0.25
F -0.16 0.77 -1.35 -0.26
F -0.49 0.05 0.97 -0.24
F 1.87 -0.72 -1.44 -0.24
C -3.82 -0.58 -0.27 -0.17
O -5.09 -0.55 -0.91 -0.12
H -3.71 -1.46 0.36 0.08
H -2.99 -0.61 -0.99 0.06
H -3.57 0.38 0.18 0.06
H -5.32 -1.48 -1.05 0.07
C -2.25 2.84 -3.09 -0.68
O -1.12 3.31 -3.15 0.03
N -3.22 3.06 -4.03 0.15
N -2.64 1.99 -2.07 0.14
H -2.96 3.58 -4.84 0.10
H -4.12 2.67 -3.85 0.08
H -3.57 1.63 -2.02 0.08
H -1.87 1.73 -1.48 0.07
C -0.60 -0.57 -4.96 -0.67
O -0.52 -1.10 -6.07 -0.02
N 0.45 -0.49 -4.11 0.17
N -1.80 -0.16 -4.44 0.16
H 0.22 -0.36 -3.14 0.04
H 1.25 -0.98 -4.47 0.10
H -2.60 -0.24 -5.04 0.10
H -1.85 0.20 -3.50 0.06
C 3.97 -2.24 3.40 -0.68
O 4.84 -2.36 4.26 -0.01
N 3.19 -1.15 3.27 0.16
N 3.58 -3.30 2.61 0.14
H 3.41 -0.38 3.88 0.10
H 2.47 -1.06 2.58 0.06
H 2.89 -3.16 1.89 0.07
H 4.16 -4.11 2.68 0.09
C 6.78 -0.71 -1.45 -0.07
C 5.49 -0.41 -2.24 -0.48
C 4.76 -1.68 -2.64 -0.06
O 4.66 0.39 -1.40 -0.06
H 7.38 -1.56 -1.79 0.07
H 6.56 -0.88 -0.40 0.08
H 7.45 0.14 -1.60 0.07
H 5.80 0.24 -3.06 0.13
H 5.37 -2.23 -3.36 0.08
H 3.85 -1.28 -3.10 0.07
H 4.44 -2.35 -1.84 0.08
H 3.91 -0.10 -1.06 0.05
C 0.22 3.49 1.45 -0.05
C 1.16 4.20 2.38 -0.48
C 1.27 5.72 2.09 -0.06
O 0.71 4.07 3.73 -0.07
H 0.45 2.43 1.56 0.05
H 0.09 3.76 0.41 0.09
H -0.75 3.82 1.86 0.08
H 2.17 3.76 2.35 0.13
H 1.78 6.27 2.89 0.06
H 0.35 6.27 1.90 0.07
H 1.94 5.87 1.23 0.07
H 1.48 4.14 4.29 0.08
C -3.08 0.82 3.39 -0.05
C -3.53 1.90 4.37 -0.49
C -2.99 3.26 4.01 -0.06
O -4.97 1.94 4.37 -0.07
H -3.60 -0.08 3.72 0.08
H -2.00 0.66 3.37 0.08
H -3.39 1.01 2.36 0.06
H -3.29 1.70 5.42 0.14
H -3.26 3.92 4.83 0.08
H -3.39 3.61 3.05 0.08
H -1.91 3.17 3.93 0.06
H -5.31 1.95 3.46 0.08
C -2.28 -3.90 -0.32 -0.07
C -1.43 -4.91 -1.09 -0.51
C -0.77 -5.98 -0.22 -0.05
O -2.08 -5.43 -2.22 -0.04
H -1.75 -3.34 0.45 0.07
H -3.09 -4.37 0.26 0.08
H -2.81 -3.22 -0.98 0.06
H -0.65 -4.25 -1.53 0.13
H -0.18 -6.64 -0.86 0.07
H -1.51 -6.59 0.31 0.08
H -0.11 -5.47 0.48 0.08
H -1.48 -6.03 -2.67 0.08
```

Values from the calculation:
net charge: -1

4.
Below is a cluster of 5 separate species, C16H48BF4N4O4 in total at a distorted geometry, with properties calculated with ωB97M-V/def2-TZVPD.

Geometry as XYZ:
```
77
Properties=species:S:1:pos:R:3:lowdin_charge:R:1
B 3.82 -8.90 -23.75 -1.21
F 3.92 -7.73 -24.50 0.13
F 2.56 -9.49 -23.99 0.11
F 4.79 -9.87 -24.12 0.10
F 3.94 -8.60 -22.36 0.10
C 2.28 -5.62 -21.76 -0.03
C 2.57 -6.16 -20.39 -0.30
C 1.70 -7.34 -19.97 -0.19
O 2.32 -7.92 -18.86 -0.20
C 1.53 -8.95 -18.24 -0.05
N 4.01 -6.61 -20.30 0.22
H 4.68 -5.86 -20.43 0.17
H 4.24 -7.02 -19.38 0.17
H 4.20 -7.35 -21.00 0.13
H 3.08 -5.00 -22.14 0.10
H 1.36 -5.04 -21.73 0.11
H 2.09 -6.40 -22.51 0.07
H 2.48 -5.35 -19.67 0.17
H 1.56 -8.01 -20.83 0.13
H 0.75 -6.90 -19.65 0.15
H 0.47 -8.68 -18.25 0.10
H 1.92 -9.11 -17.25 0.10
H 1.62 -9.89 -18.80 0.09
C 9.09 -6.81 -24.26 -0.02
C 7.86 -7.62 -24.59 -0.31
C 7.93 -8.37 -25.88 -0.19
O 6.67 -8.98 -26.08 -0.22
C 6.74 -10.24 -26.73 -0.07
N 7.59 -8.69 -23.53 0.24
H 8.15 -9.54 -23.67 0.18
H 7.68 -8.37 -22.57 0.17
H 6.63 -9.04 -23.71 0.13
H 9.02 -5.84 -24.75 0.11
H 10.00 -7.26 -24.68 0.10
H 9.25 -6.57 -23.21 0.09
H 6.95 -7.02 -24.56 0.16
H 8.73 -9.12 -25.83 0.15
H 8.17 -7.75 -26.75 0.15
H 7.14 -10.22 -27.74 0.10
H 5.71 -10.58 -26.80 0.09
H 7.34 -10.93 -26.12 0.09
C 2.21 -13.27 -21.83 -0.03
C 2.47 -13.36 -23.32 -0.30
C 1.28 -12.91 -24.13 -0.21
O 1.68 -12.94 -25.48 -0.19
C 0.60 -12.67 -26.37 -0.07
N 3.63 -12.43 -23.68 0.23
H 3.27 -11.48 -23.77 0.12
H 4.27 -12.33 -22.89 0.17
H 4.10 -12.70 -24.54 0.17
H 1.79 -12.31 -21.52 0.09
H 3.08 -13.53 -21.24 0.10
H 1.46 -14.03 -21.59 0.11
H 2.77 -14.36 -23.62 0.17
H 1.04 -11.86 -23.93 0.13
H 0.41 -13.53 -23.88 0.15
H 0.14 -11.69 -26.18 0.09
H -0.19 -13.40 -26.22 0.10
H 0.97 -12.79 -27.39 0.10
C 1.16 -5.68 -26.27 -0.02
C 1.82 -6.72 -27.13 -0.30
C 3.23 -6.37 -27.58 -0.20
O 3.82 -7.54 -28.07 -0.17
C 5.14 -7.31 -28.54 -0.07
N 1.87 -8.05 -26.42 0.22
H 2.67 -8.15 -25.76 0.12
H 1.07 -8.27 -25.82 0.17
H 1.92 -8.80 -27.11 0.17
H 0.11 -5.87 -26.07 0.10
H 1.19 -4.73 -26.80 0.11
H 1.69 -5.54 -25.32 0.08
H 1.23 -6.92 -28.03 0.17
H 3.78 -6.00 -26.70 0.14
H 3.17 -5.53 -28.28 0.15
H 5.16 -6.50 -29.27 0.11
H 5.52 -8.22 -28.99 0.10
H 5.81 -7.04 -27.72 0.08
```

Values from the calculation:
net charge: +3
relative energy (zero: lowest compared OMol25 entry of this formula, charge and spin): 0.0 kJ/mol

5.
Below is a cluster of 8 separate species, C16H48FNO10S in total at a distorted geometry, with properties calculated with ωB97M-V/def2-TZVPD.

Geometry as XYZ:
```
77
Properties=species:S:1:pos:R:3:lowdin_charge:R:1
O 1.49 1.02 -0.82 -0.29
S 0.61 2.11 -1.18 0.65
O 0.01 2.65 0.01 -0.26
F 1.56 3.24 -1.80 -0.15
N -0.53 1.71 -2.29 -0.11
C -1.56 0.83 -1.69 -0.18
C -2.79 1.70 -1.20 -0.20
O -2.51 3.09 -1.38 -0.10
H -0.13 1.35 -3.15 0.10
H -1.15 0.23 -0.84 0.09
H -1.98 0.16 -2.46 0.11
H -2.99 1.49 -0.14 0.11
H -3.65 1.47 -1.85 0.11
H -2.94 3.54 -0.64 0.07
C -1.99 5.88 1.55 -0.08
C -2.26 4.66 2.42 -0.31
O -2.35 3.47 1.65 -0.10
H -2.79 6.00 0.81 0.08
H -1.93 6.78 2.15 0.08
H -1.06 5.75 0.99 0.08
H -3.20 4.78 2.96 0.12
H -1.46 4.53 3.16 0.11
H -1.51 3.36 1.19 0.04
C -2.88 0.21 4.79 -0.09
C -3.36 1.61 5.13 -0.31
O -2.39 2.59 4.78 -0.09
H -1.94 -0.01 5.30 0.06
H -3.62 -0.54 5.07 0.08
H -2.68 0.12 3.72 0.07
H -3.54 1.70 6.20 0.11
H -4.30 1.82 4.61 0.11
H -2.24 2.52 3.82 0.05
C -0.47 -3.93 0.15 -0.08
C -0.40 -2.66 -0.66 -0.30
O -1.43 -1.75 -0.26 -0.10
H -1.44 -4.41 0.02 0.08
H 0.31 -4.63 -0.15 0.07
H -0.36 -3.72 1.22 0.06
H -0.53 -2.87 -1.72 0.10
H 0.57 -2.16 -0.52 0.10
H -1.30 -1.56 0.68 0.08
C 4.12 2.42 -4.50 -0.09
C 4.93 1.59 -3.52 -0.32
O 4.90 2.17 -2.22 -0.08
H 4.51 3.43 -4.55 0.08
H 4.14 1.98 -5.50 0.07
H 3.08 2.49 -4.18 0.06
H 5.97 1.54 -3.83 0.11
H 4.54 0.57 -3.46 0.11
H 3.98 2.21 -1.94 0.05
C 3.56 -4.03 0.88 -0.09
C 3.99 -4.28 -0.55 -0.32
O 3.11 -3.62 -1.46 -0.09
H 2.53 -4.39 1.03 0.06
H 4.21 -4.54 1.58 0.08
H 3.56 -2.96 1.10 0.08
H 3.96 -5.35 -0.78 0.11
H 5.01 -3.93 -0.72 0.11
H 3.15 -2.68 -1.26 0.07
C 0.36 -2.06 5.23 -0.09
C 0.88 -2.20 3.81 -0.31
O 0.18 -1.35 2.91 -0.09
H -0.71 -2.29 5.26 0.07
H 0.89 -2.72 5.91 0.08
H 0.47 -1.03 5.58 0.07
H 0.75 -3.23 3.46 0.10
H 1.95 -1.96 3.77 0.11
H 0.30 -0.44 3.21 0.08
C -1.38 -2.84 -4.96 -0.09
C -1.32 -1.38 -5.37 -0.29
O -1.19 -0.53 -4.22 -0.12
H -2.22 -3.01 -4.28 0.08
H -1.49 -3.49 -5.83 0.08
H -0.48 -3.12 -4.42 0.07
H -2.24 -1.09 -5.89 0.12
H -0.48 -1.20 -6.04 0.11
H -0.38 -0.78 -3.77 0.08
```

Values from the calculation:
SMILES: O=S(=O)(F)NCCO.CCO.CCO.CCO.CCO.CCO.CCO.CCO
net charge: 0
relative energy (zero: lowest compared OMol25 entry of this formula, charge and spin): 0.0 kJ/mol

6.
Below is a cluster of 5 separate species, C16H48N4O18P5 in total at a distorted geometry, with properties calculated with ωB97M-V/def2-TZVPD.

Geometry as XYZ:
```
91
Properties=species:S:1:pos:R:3:lowdin_charge:R:1
N 0.40 -0.65 1.23 -0.32
P -1.16 -0.30 0.87 0.76
C -1.29 0.35 -0.94 -0.38
C -2.72 -0.31 -1.47 -0.15
N -2.43 -0.21 -2.98 -0.01
C -3.59 -0.95 -3.60 -0.15
O -3.59 -2.41 -3.41 -0.19
O -4.71 -2.75 -2.79 -0.05
C -1.06 -0.85 -3.05 -0.15
N -0.51 -1.79 -3.88 0.24
N -0.24 -0.17 -1.95 0.05
H 0.38 -1.69 1.44 0.00
H -2.04 -1.44 0.95 0.02
H -1.70 0.72 1.78 0.03
H -1.26 1.52 -0.99 0.14
H -2.51 -1.46 -1.23 0.12
H -3.72 0.14 -1.07 0.17
H -3.72 -0.68 -4.74 0.17
H -4.57 -0.55 -3.04 0.17
H -4.59 -2.58 -1.79 0.15
H -0.98 -2.64 -4.27 0.16
H 0.51 -1.64 -4.16 0.18
H 0.13 0.66 -2.49 0.13
C -0.69 -1.36 8.63 -0.14
O 0.61 -1.17 8.08 -0.33
P 0.78 -1.10 6.36 0.78
O -0.51 -0.27 6.25 -0.28
O 0.39 -2.69 6.24 -0.27
C 1.22 -3.62 6.91 -0.13
O 0.95 -1.03 4.64 -0.26
C 0.98 0.27 4.07 -0.18
H -0.57 -1.76 9.64 0.09
H -1.20 -0.40 8.70 0.09
H -1.28 -2.06 8.04 0.09
H 0.69 -4.00 7.80 0.09
H 2.16 -3.18 7.22 0.08
H 1.42 -4.47 6.24 0.09
H 1.58 0.95 4.68 0.07
H -0.04 0.65 3.96 0.07
H 1.42 0.20 3.07 0.05
C -2.26 -6.54 -3.62 -0.14
O -0.91 -6.32 -3.21 -0.35
P 0.36 -6.71 -4.31 0.77
O -0.45 -6.14 -5.48 -0.28
O 0.02 -8.32 -4.17 -0.26
C 0.10 -8.90 -2.88 -0.12
O 1.64 -7.11 -5.41 -0.24
C 2.15 -6.03 -6.18 -0.15
H -2.88 -6.62 -2.73 0.09
H -2.61 -5.68 -4.20 0.08
H -2.36 -7.45 -4.21 0.09
H -0.90 -9.08 -2.50 0.09
H 0.64 -8.25 -2.18 0.08
H 0.63 -9.86 -2.95 0.10
H 2.25 -5.13 -5.57 0.08
H 1.50 -5.85 -7.04 0.09
H 3.14 -6.32 -6.56 0.09
C 1.83 3.52 -3.67 -0.15
O 1.52 3.25 -5.03 -0.35
P 0.62 4.43 -5.93 0.78
O 1.42 5.56 -5.27 -0.25
O -0.72 4.13 -5.01 -0.26
C -1.23 2.81 -5.01 -0.14
O -0.28 5.60 -6.82 -0.24
C 0.47 6.49 -7.62 -0.14
H 2.03 2.57 -3.17 0.08
H 2.74 4.13 -3.62 0.09
H 1.01 4.02 -3.16 0.09
H -0.99 2.33 -4.06 0.06
H -0.82 2.21 -5.83 0.08
H -2.32 2.85 -5.11 0.09
H 1.29 5.96 -8.12 0.09
H 0.87 7.30 -7.00 0.09
H -0.19 6.93 -8.37 0.09
C 0.84 3.30 6.63 -0.13
O 2.00 3.78 5.98 -0.35
P 2.23 5.48 5.81 0.78
O 1.70 5.71 7.24 -0.26
O 0.97 5.56 4.76 -0.26
C 1.05 4.81 3.57 -0.13
O 2.46 7.19 5.65 -0.25
C 3.27 7.81 6.62 -0.15
H 0.66 2.27 6.31 0.06
H 1.00 3.30 7.72 0.09
H -0.04 3.90 6.38 0.09
H 0.39 3.94 3.65 0.08
H 2.07 4.46 3.38 0.08
H 0.73 5.43 2.73 0.09
H 4.14 7.19 6.85 0.09
H 2.69 8.00 7.53 0.09
H 3.62 8.77 6.24 0.09
```

Values from the calculation:
net charge: +1

Result set for calculated total energy: -33545.750, -33531.710, -119843.273, -43049.386, -52885.614, -106602.799 eV, one per record in the order listed.